(1)
{"formula": "C39H32F5OP2Tm", "method": "ωB97M-V/def2-TZVPD", "lumo_ev": [-9.4, -9.3], "multiplicity": 3, "e_homo_ev": [-13.561, -13.565], "charge": 2, "gap_ev": [4.21, 4.22], "symbols": ["Tm", "P", "C", "O", "P", "C", "C", "C", "C", "C", "C", "C", "C", "C", "C", "C", "H", "H", "H", "H", "H", "C", "C", "C", "C", "C", "H", "H", "H", "H", "H", "C", "C", "C", "C", "C", "H", "H", "H", "H", "H", "C", "C", "C", "C", "C", "H", "H", "H", "H", "H", "C", "C", "C", "C", "C", "H", "H", "H", "H", "H", "C", "C", "C", "C", "C", "H", "H", "H", "H", "H", "H", "H", "F", "C", "F", "C", "F", "F", "F"], "coordinates": [[1.56834, -0.19067, -0.31666], [0.10231, 2.46951, -0.16814], [-0.14443, 0.08111, 1.46466], [-1.11885, 0.09868, 2.09219], [-0.18859, -2.41312, -0.18248], [-0.09030, 3.43742, 1.36608], [-1.46004, 2.90539, -1.01064], [1.38111, 3.35283, -1.14383], [1.28710, -3.46558, -0.50669], [-0.87167, -3.12493, 1.34327], [-1.38796, -2.86620, -1.45169], [0.89243, 4.33099, 1.81705], [0.75139, 4.95860, 3.05579], [-0.36722, 4.71084, 3.85398], [-1.35977, 3.83950, 3.39696], [-1.22913, 3.21446, 2.15757], [1.77206, 4.52927, 1.20484], [1.52498, 5.64535, 3.39709], [-0.47410, 5.20489, 4.82208], [-2.24256, 3.64369, 4.00428], [-2.02296, 2.55256, 1.80115], [2.71849, 3.26933, -0.71416], [3.74756, 3.76243, -1.51270], [3.45248, 4.37583, -2.73422], [2.12200, 4.47345, -3.16458], [1.09263, 3.94802, -2.37974], [2.96049, 2.76084, 0.22938], [4.78594, 3.64940, -1.19626], [4.25937, 4.78160, -3.35224], [1.88338, 4.93843, -4.12066], [0.05593, 3.98372, -2.73439], [-2.04412, 4.17159, -0.83486], [-3.22753, 4.49655, -1.50511], [-3.84209, 3.56418, -2.34393], [-3.25824, 2.30502, -2.52100], [-2.06132, 1.97501, -1.88021], [-1.57725, 4.89643, -0.17035], [-3.65796, 5.48773, -1.36699], [-4.76643, 3.82654, -2.86072], [-3.73971, 1.57795, -3.17718], [-1.57793, 1.00930, -2.04114], [-2.05227, -3.89652, 1.37268], [-2.47399, -4.46323, 2.58062], [-1.74325, -4.27114, 3.75760], [-0.58021, -3.49501, 3.72405], [-0.15256, -2.91767, 2.53097], [-2.61921, -4.04892, 0.45555], [-3.38079, -5.06768, 2.59148], [-2.07182, -4.72766, 4.69204], [0.00564, -3.33874, 4.63177], [0.75379, -2.30997, 2.50311], [2.20510, -3.00881, -1.48327], [3.43155, -3.66756, -1.62301], [3.72594, -4.78895, -0.84768], [2.78725, -5.27942, 0.06591], [1.56612, -4.62482, 0.23478], [1.95837, -2.14274, -2.10653], [4.15936, -3.29605, -2.34806], [4.67912, -5.29788, -0.96192], [3.00371, -6.16201, 0.67125], [0.83289, -4.98761, 0.94871], [-1.22764, -3.99955, -2.26008], [-2.21572, -4.32414, -3.19214], [-3.33891, -3.50515, -3.35228], [-3.46801, -2.34914, -2.57276], [-2.49998, -2.02160, -1.62576], [-0.33790, -4.62038, -2.15213], [-2.10495, -5.22494, -3.79496], [-4.11082, -3.77016, -4.07690], [-4.33735, -1.70220, -2.69615], [-2.58571, -1.11369, -1.02386], [0.49852, -0.11200, -1.73777], [-0.27886, -0.54016, -0.56626], [3.08466, -1.90674, 2.16653], [2.34150, -0.76783, 1.95760], [3.40342, 0.39578, -0.98861], [2.38917, 0.06239, 3.16379], [1.45974, -0.36105, 4.11936], [3.60474, 0.13029, 3.80327], [2.04153, 1.35474, 2.82323]], "forces_ev_per_a": [[5.06, 2.36, 1.24], [-0.01, 1.53, -0.31], [-4.10, 0.29, 2.78], [3.45, 0.07, -2.18], [-1.66, -2.27, -0.15], [0.26, -0.02, 0.57], [-0.38, -0.57, -0.43], [0.38, -0.37, -0.10], [0.47, 0.84, -0.27], [-0.10, 0.37, 0.56], [-0.09, 0.70, -0.61], [-0.08, -0.22, 0.09], [-0.10, -0.01, 0.00], [0.03, -0.06, -0.19], [0.04, 0.01, -0.12], [0.13, -0.06, 0.13], [-0.26, 0.02, 0.22], [-0.21, -0.14, -0.09], [0.05, -0.18, -0.33], [0.20, 0.10, -0.15], [0.21, 0.23, 0.13], [-0.03, -0.22, -0.23], [-0.04, 0.07, 0.02], [-0.28, 0.06, 0.03], [0.16, -0.13, 0.27], [-0.14, -0.05, -0.10], [-0.02, 0.26, -0.36], [-0.34, 0.09, -0.05], [-0.33, -0.21, 0.23], [0.09, -0.10, 0.26], [0.49, 0.05, 0.11], [-0.10, -0.25, -0.11], [0.29, -0.12, 0.06], [0.30, -0.12, 0.15], [-0.02, -0.02, -0.13], [-0.10, 0.48, 0.36], [-0.13, -0.12, -0.16], [0.07, -0.27, -0.05], [0.28, -0.14, 0.16], [0.17, 0.21, 0.15], [-0.26, 0.22, -0.06], [0.41, 0.29, 0.06], [0.11, 0.05, -0.09], [0.09, 0.10, -0.44], [0.24, 0.13, 0.07], [-0.46, -0.32, -0.01], [0.08, -0.03, 0.27], [0.24, 0.17, 0.02], [0.09, 0.16, -0.29], [-0.23, -0.05, -0.24], [-0.27, -0.30, 0.18], [0.15, -0.15, 0.83], [0.01, 0.27, -0.31], [-0.32, 0.02, 0.07], [-0.21, 0.15, -0.08], [0.08, 0.34, 0.11], [0.10, -0.22, -0.19], [-0.25, -0.15, 0.23], [-0.14, 0.14, -0.01], [-0.06, 0.24, -0.28], [0.21, 0.01, -0.03], [-0.08, 0.11, 0.13], [-0.06, 0.07, 0.05], [0.32, -0.01, 0.32], [-0.11, 0.05, 0.09], [0.20, -0.33, -0.18], [-0.29, 0.07, -0.07], [-0.02, 0.26, 0.12], [0.27, 0.12, 0.21], [0.25, -0.18, 0.01], [-0.15, -0.18, -0.16], [-2.74, -0.21, -0.77], [-0.64, -1.85, -2.11], [-2.00, 3.16, -0.28], [2.78, -4.56, -0.60], [-1.12, -0.73, 0.56], [0.31, 3.15, 5.16], [1.37, 0.25, -2.12], [-1.94, -0.47, -1.61], [0.44, -1.91, 0.02]]}

(2)
{"formula": "C18H26N3OP2Pd", "method": "ωB97M-V/def2-TZVPD", "lumo_ev": [-2.3, -4.5], "multiplicity": 3, "e_homo_ev": [-10.209, -11.350], "charge": 1, "gap_ev": [7.87, 6.86], "symbols": ["Pd", "O", "C", "N", "C", "C", "C", "C", "C", "C", "N", "C", "C", "C", "C", "C", "N", "H", "H", "H", "H", "H", "H", "H", "H", "H", "H", "C", "P", "C", "C", "C", "P", "C", "C", "H", "H", "H", "H", "H", "H", "H", "H", "H", "H", "H", "H", "H", "H", "H", "H"], "coordinates": [[-0.03634, 0.06608, 0.37498], [-2.40204, 3.26888, -0.90142], [-1.53174, 2.49608, -0.52582], [-1.45784, 1.20018, -0.84732], [-2.66884, 0.50858, -1.20742], [-3.03114, -0.50372, -0.14062], [-4.18414, -1.28162, -0.24042], [-4.49134, -2.16772, 0.77728], [-3.63374, -2.25552, 1.86718], [-2.49064, -1.48012, 1.87428], [-2.19914, -0.62642, 0.89718], [-0.42074, 2.97118, 0.38218], [0.02666, 4.28658, 0.37848], [0.95686, 4.68098, 1.32588], [1.37086, 3.76238, 2.28008], [0.87366, 2.46938, 2.21748], [0.00796, 2.08488, 1.28448], [-2.56084, -0.00952, -2.17092], [-3.49514, 1.23078, -1.29652], [-4.83184, -1.16522, -1.09602], [-5.38664, -2.77082, 0.74558], [-3.85674, -2.90402, 2.69728], [-1.78034, -1.52542, 2.69198], [-0.36794, 4.97368, -0.35352], [1.33076, 5.69318, 1.33128], [2.05796, 4.04608, 3.06448], [1.15896, 1.72688, 2.95498], [3.54696, 0.42858, 0.54528], [2.14556, 0.56258, -0.63302], [2.72626, 1.90228, -1.73502], [2.39766, -0.90892, -1.72272], [2.17326, -2.20492, -0.95592], [0.50986, -2.22292, -0.14102], [-0.59284, -2.60392, -1.55292], [0.58006, -3.84852, 0.70238], [4.47566, 0.24378, 0.00948], [3.36416, -0.37272, 1.26048], [3.63456, 1.36458, 1.09578], [3.71996, 1.66508, -2.11162], [2.76036, 2.84568, -1.19292], [2.03766, 2.00218, -2.57162], [3.40506, -0.86602, -2.14622], [1.67966, -0.83422, -2.54592], [2.92906, -2.31762, -0.17272], [2.25336, -3.06552, -1.62632], [-0.20544, -3.43712, -2.13372], [-0.69294, -1.72182, -2.18612], [-1.57754, -2.86082, -1.16552], [0.89376, -4.61122, -0.00832], [-0.40504, -4.09722, 1.09158], [1.28426, -3.81682, 1.53138]], "forces_ev_per_a": [[-0.44, 0.60, 0.38], [0.17, 0.15, 0.21], [-0.16, 0.29, -0.36], [0.73, -0.84, 0.23], [-0.07, 0.02, 0.02], [-0.11, -0.10, -0.04], [0.08, 0.05, 0.17], [0.16, 0.19, -0.01], [0.06, 0.04, 0.02], [-0.24, -0.19, 0.23], [0.14, 0.07, -0.29], [-0.21, 0.51, 0.21], [-0.09, -0.16, -0.03], [-0.13, -0.16, -0.07], [-0.04, -0.10, 0.01], [0.18, 0.24, 0.34], [0.05, -0.05, -0.39], [-0.08, 0.10, 0.12], [0.20, -0.14, -0.10], [-0.06, 0.01, -0.08], [-0.06, -0.01, -0.07], [0.02, -0.12, 0.10], [-0.03, -0.05, 0.01], [-0.07, 0.02, -0.07], [0.04, 0.09, 0.04], [0.02, -0.06, 0.01], [0.04, -0.01, -0.09], [-0.36, 0.01, -0.10], [0.51, -0.35, -0.34], [-0.38, -0.03, 0.21], [-0.01, 0.22, 0.14], [-0.16, 0.06, 0.14], [0.32, -0.65, -0.93], [0.09, 0.16, 0.19], [-0.15, 0.41, 0.22], [0.10, -0.03, -0.02], [0.05, 0.00, 0.02], [0.00, 0.02, 0.03], [0.06, -0.03, 0.01], [-0.02, 0.05, 0.00], [-0.03, 0.06, -0.04], [-0.05, -0.04, -0.03], [0.09, 0.08, 0.00], [-0.03, -0.07, -0.04], [-0.01, -0.01, 0.11], [0.02, -0.10, -0.07], [-0.01, -0.05, -0.03], [-0.09, 0.00, -0.01], [-0.01, -0.02, -0.06], [-0.04, -0.06, 0.04], [0.02, -0.01, 0.04]]}

(3)
{"formula": "C6H7O2", "method": "ωB97M-V/def2-TZVPD", "lumo_ev": 3.8, "e_homo_ev": -2.809, "relative_energy_kcal_mol": 76.30, "charge": -1, "gap_ev": 6.63, "symbols": ["C", "C", "C", "C", "C", "C", "O", "O", "H", "H", "H", "H", "H", "H", "H"], "coordinates": [[-0.94096, -2.47317, -0.12784], [1.01524, -1.63170, -0.04580], [-1.31853, -1.18625, 0.04273], [0.09188, -0.38370, 0.00965], [0.26822, 0.47562, 1.26754], [0.18874, 0.53014, -1.17750], [2.14724, -1.91698, 0.04666], [-2.43327, -0.54165, 0.08237], [-1.19334, -3.36495, 0.38478], [-0.69530, 0.83716, 1.35226], [1.20464, 1.11203, 1.06831], [0.33744, -0.17275, 2.13676], [0.96456, 1.27884, -0.87277], [-0.85321, 0.92465, -1.61127], [0.42445, 0.06836, -2.10941]], "forces_ev_per_a": [[4.12, 0.08, 0.22], [-5.97, -1.31, 0.26], [-0.31, 2.81, -0.38], [-0.81, -0.46, -0.22], [2.56, -1.70, -1.04], [-1.35, 1.53, -1.00], [1.37, 0.17, -0.08], [1.79, -1.10, 0.38], [-0.64, -0.86, -0.02], [-1.75, 2.24, 0.22], [-1.75, -0.39, 1.00], [0.65, -0.09, 0.25], [-0.90, 0.07, -1.14], [1.88, -0.06, 2.05], [1.13, -0.93, -0.50]]}

(4)
{"formula": "C27H27F2NO6", "method": "ωB97M-V/def2-TZVPD", "lumo_ev": 0.3, "smiles": "CCOCc1cc(OC)c(-c2ccc(C[C@H](NC(=O)c3c(F)cccc3F)C(=O)O)cc2)c(OC)c1", "e_homo_ev": -8.143, "relative_energy_kcal_mol": 0.00, "gap_ev": 8.39, "symbols": ["C", "C", "O", "C", "C", "C", "C", "O", "C", "C", "C", "C", "C", "C", "C", "C", "N", "C", "O", "C", "C", "F", "C", "C", "C", "C", "F", "C", "O", "O", "C", "C", "C", "O", "C", "C", "H", "H", "H", "H", "H", "H", "H", "H", "H", "H", "H", "H", "H", "H", "H", "H", "H", "H", "H", "H", "H", "H", "H", "H", "H", "H", "H"], "coordinates": [[-5.33181, 3.21127, -6.25163], [-5.33195, 1.81098, -5.64031], [-4.37216, 1.62215, -4.62694], [-4.64447, 2.30620, -3.42708], [-3.72704, 1.84561, -2.32412], [-3.84811, 2.41950, -1.06646], [-3.01282, 2.01636, -0.03353], [-3.08529, 2.50976, 1.23488], [-4.08877, 3.44385, 1.54366], [-2.04304, 1.02509, -0.25245], [-1.16391, 0.58933, 0.84854], [-0.46541, 1.51793, 1.61493], [0.36287, 1.10515, 2.63945], [0.52062, -0.24569, 2.92534], [1.48535, -0.70584, 3.98428], [2.94351, -0.37213, 3.58370], [3.16940, -0.55289, 2.15264], [2.81879, -1.65510, 1.46616], [2.58437, -2.72927, 2.00442], [2.77109, -1.51178, -0.02189], [2.33593, -0.36424, -0.68529], [2.02792, 0.73898, 0.02039], [2.22435, -0.29219, -2.06011], [2.56021, -1.39505, -2.82520], [3.00677, -2.55293, -2.21481], [3.09833, -2.60057, -0.83471], [3.55673, -3.72419, -0.27791], [3.90328, -1.20125, 4.46837], [4.54251, -0.67318, 5.33652], [3.93234, -2.49538, 4.23811], [-0.18580, -1.17175, 2.16944], [-1.02076, -0.76109, 1.14808], [-1.94150, 0.44989, -1.52511], [-0.97527, -0.50438, -1.68720], [-0.95608, -1.23017, -2.89170], [-2.77976, 0.86537, -2.55362], [-5.69330, 3.95128, -5.54168], [-4.32400, 3.48128, -6.55736], [-5.98060, 3.22498, -7.12295], [-5.07029, 1.07574, -6.40616], [-6.33641, 1.57410, -5.25492], [-4.51959, 3.39266, -3.56155], [-5.69144, 2.12851, -3.12552], [-4.59940, 3.17700, -0.90949], [-5.08947, 3.03633, 1.36714], [-3.96855, 4.37167, 0.97421], [-3.97042, 3.65733, 2.60500], [-0.56093, 2.56924, 1.39451], [0.89910, 1.84083, 3.22239], [1.28332, -0.21418, 4.93776], [1.37479, -1.78257, 4.12527], [3.14947, 0.67921, 3.79723], [3.33801, 0.29750, 1.64119], [1.87264, 0.62332, -2.50630], [2.47907, -1.35011, -3.89979], [3.28460, -3.42317, -2.78750], [3.36512, -2.75965, 3.45646], [-0.07865, -2.22652, 2.37929], [-1.56769, -1.49582, 0.57785], [-0.20674, -2.00882, -2.75318], [-1.92648, -1.69221, -3.09709], [-0.67055, -0.60047, -3.74075], [-2.71600, 0.44779, -3.54287]], "forces_ev_per_a": [[0.09, -0.33, 0.30], [-0.18, 0.09, -0.31], [0.21, 0.00, 0.26], [-0.17, 0.17, -0.04], [0.13, -0.12, 0.03], [-0.10, 0.14, 0.06], [0.04, -0.17, -0.17], [0.18, -0.25, -0.25], [-0.18, 0.18, 0.05], [0.00, 0.00, -0.04], [0.10, -0.10, 0.14], [0.06, -0.06, -0.02], [-0.04, -0.09, 0.04], [-0.09, -0.03, 0.15], [-0.05, 0.06, -0.14], [-0.03, -0.38, 0.31], [0.21, 0.14, 0.10], [0.29, 0.43, -0.24], [-0.19, -0.25, 0.15], [-0.14, -0.14, -0.02], [0.15, -0.15, -0.25], [0.02, -0.13, -0.07], [-0.02, 0.13, 0.09], [0.04, 0.06, 0.27], [0.03, -0.19, 0.14], [0.00, 0.15, -0.19], [-0.03, 0.08, -0.07], [-0.23, 0.79, -0.30], [0.10, -0.02, 0.18], [0.00, -0.72, -0.16], [0.02, 0.01, 0.12], [-0.05, 0.12, 0.01], [-0.06, 0.19, 0.21], [-0.22, 0.35, 0.26], [0.00, -0.18, -0.20], [-0.01, -0.09, -0.24], [-0.04, 0.11, 0.01], [0.08, 0.05, -0.06], [-0.08, 0.04, -0.10], [-0.13, 0.06, 0.06], [0.12, -0.04, -0.04], [-0.05, -0.14, 0.03], [0.12, 0.04, -0.05], [-0.09, 0.11, 0.07], [0.04, 0.01, -0.01], [-0.01, -0.05, 0.01], [-0.05, 0.02, -0.08], [-0.03, 0.11, -0.01], [0.07, 0.12, 0.08], [0.04, -0.06, 0.03], [0.00, 0.11, 0.06], [0.03, -0.22, -0.03], [-0.07, -0.15, -0.09], [-0.06, 0.11, -0.03], [-0.01, 0.01, -0.10], [0.04, -0.09, -0.02], [0.20, 0.31, 0.27], [0.04, -0.08, 0.03], [-0.05, -0.05, -0.06], [-0.06, 0.05, -0.05], [0.03, 0.03, 0.00], [-0.02, -0.02, 0.01], [0.06, -0.09, -0.09]]}

Energy in a.u., matching the order above: -3847.0936, -1751.4171, -383.1936, -1751.0158